{"formula": "C22H15F6MnN4O3", "method": "the ωB97M-V functional and the def2-TZVPD basis", "species": ["Mn", "O", "C", "N", "C", "C", "C", "C", "C", "C", "N", "C", "O", "C", "C", "C", "C", "C", "N", "C", "C", "C", "C", "C", "N", "H", "H", "H", "H", "H", "H", "H", "H", "H", "H", "H", "H", "C", "C", "O", "C", "F", "F", "F", "C", "F", "F", "F", "H", "H", "H"], "positions_angstrom": [[-1.0317, 0.0072, -0.0724], [-0.0676, 1.2874, -3.3083], [-0.7429, 1.0738, -2.3287], [-1.3031, -0.1089, -1.8963], [-0.8387, -1.4219, -2.2732], [-0.3051, -1.7776, -3.4986], [0.0817, -3.0929, -3.7238], [-0.0728, -4.0473, -2.7348], [-0.5904, -3.7022, -1.4930], [-0.9553, -2.3901, -1.2468], [-1.3334, -1.8328, 0.0120], [-1.4783, -2.4700, 1.1909], [-1.6248, -3.6551, 1.4096], [-1.3613, -1.4678, 2.3335], [-1.3972, -1.8625, 3.6490], [-1.1444, -0.9165, 4.6308], [-0.8431, 0.3842, 4.2575], [-0.8315, 0.7032, 2.9146], [-1.1095, -0.1991, 1.9749], [-1.1322, 2.2407, -1.3946], [-0.8996, 3.5381, -1.7978], [-1.3216, 4.5609, -0.9681], [-1.9585, 4.2504, 0.2281], [-2.1142, 2.9259, 0.5764], [-1.6982, 1.9349, -0.2123], [-0.1873, -1.0215, -4.2615], [0.5072, -3.3668, -4.6809], [0.2240, -5.0723, -2.9204], [-0.6998, -4.4357, -0.7074], [-1.5982, -2.9028, 3.8659], [-1.1597, -1.1957, 5.6766], [-0.6013, 1.1425, 4.9882], [-0.5639, 1.6939, 2.5718], [-0.4059, 3.7000, -2.7451], [-1.1676, 5.5947, -1.2487], [-2.3213, 5.0238, 0.8913], [-2.5877, 2.6362, 1.5064], [2.9714, 1.2650, -0.9841], [2.1913, 0.3649, -0.0297], [0.8539, 0.4953, -0.1866], [2.5831, -1.1105, -0.2878], [1.7773, -1.9708, 0.3418], [3.8411, -1.3820, 0.1039], [2.5002, -1.3811, -1.5937], [2.5515, 0.7594, 1.4260], [2.0679, -0.0997, 2.3358], [2.0062, 1.9594, 1.7149], [3.8649, 0.8771, 1.6499], [2.5754, 1.1094, -1.9845], [4.0399, 1.0510, -0.9704], [2.8112, 2.3045, -0.7001]], "forces_ev_per_a": [[0.3197, 0.3358, 2.4040], [0.0529, 0.0644, -0.1912], [-0.4739, -0.3379, -0.0654], [0.6865, -0.0064, -0.7839], [-0.2324, 0.1646, 0.1009], [-0.1176, 0.2498, -0.1072], [0.0090, -0.0260, -0.0387], [0.0100, -0.0585, -0.0388], [-0.1084, -0.0895, 0.2295], [-0.1519, 0.2908, 0.0036], [0.0647, -0.8204, -0.7834], [0.0744, 0.2056, -0.0314], [0.0237, -0.1655, 0.0629], [-0.0192, -0.0875, -0.3512], [-0.0192, -0.0943, 0.2567], [-0.0063, -0.0447, 0.0173], [-0.0032, -0.0006, 0.0756], [-0.0258, 0.0656, -0.0609], [-0.0177, -0.1794, 0.1617], [-0.0225, -0.2940, -0.4588], [-0.0705, 0.0748, 0.0310], [-0.0258, 0.0650, 0.0647], [0.0092, 0.1478, -0.0402], [-0.0063, -0.1730, 0.1130], [0.2264, 0.5049, -0.7364], [-0.0031, -0.0173, 0.0029], [-0.0153, 0.0153, 0.0134], [-0.0115, 0.0298, 0.0193], [0.0313, 0.0068, 0.0023], [0.0074, 0.0226, 0.0093], [0.0058, 0.0049, -0.0174], [-0.0077, -0.0151, 0.0097], [-0.0036, 0.0038, -0.0184], [-0.0121, 0.0230, -0.0020], [-0.0005, -0.0032, 0.0024], [0.0141, -0.0143, -0.0337], [0.0389, 0.0041, 0.0098], [0.0612, 0.0309, -0.0352], [-0.0024, -0.1443, 0.2165], [-0.3483, 0.2925, 0.0413], [0.0658, 0.1660, 0.0217], [-0.1122, -0.0796, 0.1703], [0.1234, -0.0330, 0.0018], [0.0055, -0.0535, -0.1596], [-0.0329, 0.0639, -0.1043], [-0.0804, -0.1940, 0.0943], [-0.0555, 0.1191, -0.0104], [0.1704, -0.0368, -0.0189], [0.0045, 0.0055, -0.0325], [-0.0093, 0.0131, -0.0029], [-0.0093, -0.0016, -0.0127]], "lowdin_charge": [0.9811, 0.0905, -0.4603, -0.0013, -0.1883, -0.0175, -0.0869, -0.0841, -0.0132, -0.1862, 0.0017, -0.4484, 0.0844, -0.1490, 0.0234, -0.0239, -0.0337, -0.1095, 0.0408, -0.1656, 0.0246, -0.0243, -0.0380, -0.1019, 0.0375, 0.1082, 0.1018, 0.1025, 0.1062, 0.1278, 0.1162, 0.1139, 0.1109, 0.1282, 0.1163, 0.1115, 0.1170, 0.0290, -0.4519, -0.1823, -0.5603, 0.1622, 0.1549, 0.1661, -0.5580, 0.1523, 0.1310, 0.1570, 0.0929, 0.0979, 0.0967], "homo_lumo_gap_ha": [0.264, 0.263], "multiplicity": 5, "total_charge": 0, "e_tot_ha": -3042.43269}